No. 1
The following is a DFT calculation (wB97M-V/def2-TZVPD) of the molecule C2H5BrO at a distorted geometry.

Geometry as XYZ:
```
9
Properties=species:S:1:pos:R:3:forces:R:3:nbo_charge:R:1
C -0.58007 0.26031 0.08492 -0.6 -2.3 -1.4 -0.66
C 0.70862 -0.50021 0.50578 -0.8 1.0 0.6 0.12
O 1.68340 -0.66073 -0.43533 0.4 0.5 -0.1 -0.69
Br 0.18131 -2.24424 1.40142 0.4 0.8 -0.4 -0.11
H -1.07552 -0.50979 -0.72807 0.8 2.4 1.9 0.21
H -1.27862 0.39223 0.97120 0.9 -0.1 -1.2 0.24
H -0.27598 1.24130 -0.37836 -0.5 -1.1 0.4 0.23
H 1.25924 0.10403 1.18598 -0.1 0.2 1.5 0.18
H 1.52896 -1.41784 -0.95656 -0.4 -1.4 -1.2 0.48
```
Positions in Å, forces in eV/Å.

Highest occupied orbital energy in eV: -10.3
Kohn-Sham gap in Eh: 0.412
Relative energy (zero: lowest compared OMol25 entry of this formula, charge and spin) in eV: 0.379
Calculated total energy in Eh: -2728.43215
Structure (SMILES): C[C@H](O)Br
M in g/mol: 124.96



No. 2
The following is a DFT calculation (wB97M-V/def2-TZVPD) of a structure of composition C12H23BaN2O3P2 at a distorted geometry.

Geometry as XYZ:
```
43
Properties=species:S:1:pos:R:3:forces:R:3:lowdin_charge:R:1
Ba -0.12632 1.40726 1.26510 -0.4 2.2 -0.5 1.34
P 2.53285 -1.12967 1.42676 -1.5 1.1 -3.0 0.82
C 2.34882 -1.21748 -0.31641 -0.8 2.5 2.7 -0.25
C 0.99629 -1.22389 -0.89526 -1.5 0.1 -2.9 -0.36
N -0.19752 -0.51502 -0.64056 0.5 -2.9 0.9 -0.05
C -1.34356 -1.10992 -1.14751 -0.3 0.2 -0.5 -0.32
C -1.34452 -2.11723 -2.11069 0.3 0.0 0.0 -0.04
C -0.12190 -2.57068 -2.61796 -0.1 0.8 0.4 -0.02
C 1.01898 -2.00903 -2.07387 -0.3 -0.9 1.0 -0.04
C -2.76126 -0.69073 -0.69357 0.0 0.0 0.1 -0.33
P -2.84163 0.87310 0.24639 -0.7 -0.4 -0.4 0.64
H 2.00659 -2.36524 -2.30476 0.1 -0.3 -0.5 0.11
H -2.29970 -2.50985 -2.47903 0.5 0.1 0.3 0.12
H -0.05462 -3.37315 -3.33835 -0.1 0.2 -0.2 0.12
H -3.45470 -0.58514 -1.55665 0.6 -0.2 0.3 0.10
H -3.24888 -1.44225 -0.02621 0.7 0.2 -0.5 0.10
H 2.28489 1.72330 -0.96122 0.6 1.1 1.9 0.01
H 3.02853 -0.63871 -0.91551 0.5 0.3 0.0 0.06
H -0.31437 4.06960 -1.82847 -0.4 0.9 1.6 0.07
O 2.92103 2.28937 -0.38663 -0.2 -1.6 -4.0 -0.20
H 3.46052 2.47859 -1.22980 -0.3 0.4 2.1 0.08
H 0.25185 3.56044 0.02985 0.8 -0.9 0.9 -0.06
O -0.56623 4.18552 -0.81764 -0.6 3.3 -0.8 -0.31
H -0.64774 5.24347 -0.41993 0.2 -3.1 -1.9 0.14
C -2.85435 2.03557 -1.13875 -0.5 0.3 -0.5 -0.31
H -3.73949 1.78704 -1.73467 0.1 0.0 0.0 0.05
H -2.99760 3.06187 -0.77233 0.5 -0.2 -0.3 0.04
H -1.98753 1.91134 -1.80550 -0.1 0.4 0.4 0.03
C -4.58346 0.88035 0.72222 -0.3 0.1 0.3 -0.28
H -4.71709 1.67103 1.47591 -0.2 -0.3 -0.3 0.05
H -5.21816 1.06558 -0.15754 0.1 -0.1 0.4 0.06
H -4.82390 -0.09364 1.17398 -0.1 0.4 -0.1 0.05
C 2.12596 -2.81825 1.80033 -0.1 0.5 0.7 -0.16
H 3.11589 -3.26596 1.56815 -0.8 -0.5 0.6 0.08
H 1.71894 -2.88833 2.82048 0.5 -0.8 -0.3 0.06
H 1.39145 -3.10112 1.02126 0.4 0.0 0.6 0.08
C 4.12115 -0.49950 1.88203 0.6 -0.3 0.3 -0.17
H 4.09737 -0.17166 2.93426 0.3 -0.3 -0.4 0.07
H 4.78451 -1.37149 1.71313 0.1 0.7 0.3 0.08
H 4.41100 0.36155 1.24517 -0.3 -0.6 0.2 0.07
O 0.99835 -0.50735 4.84517 0.9 0.1 -2.5 0.20
C 1.26700 -0.35019 3.70814 -1.0 0.8 0.3 -0.40
N 1.36252 -0.03952 2.49051 2.4 -3.2 3.1 -0.35
```
Positions in Å, forces in eV/Å.

Highest occupied orbital energy in eV: -7.3
Kohn-Sham gap in Eh: 0.153
Relative energy (zero: lowest compared OMol25 entry of this formula, charge and spin) in eV: 8.990
Total charge: +1
Calculated total energy in Eh: -1514.04832
M in g/mol: 442.60



No. 3
The following is a DFT calculation (wB97M-V/def2-TZVPD) of the molecule C4H3N3 at a distorted geometry.

Geometry as XYZ:
```
10
Properties=species:S:1:pos:R:3:forces:R:3:nbo_charge:R:1
N -0.49907 2.33705 -1.75715 1.3 -0.3 -1.0 -0.27
C 0.25959 1.47029 -1.60522 -0.7 0.5 0.1 0.23
C 0.47116 0.32133 -0.75257 -0.3 -0.1 0.3 0.22
N 1.42080 -0.43650 -0.27947 -0.3 0.3 0.2 -0.39
C 0.83868 -1.05452 0.82701 0.2 0.0 -0.1 -0.09
C -0.45391 -0.62872 1.01137 0.1 -0.2 -0.3 -0.08
N -0.68859 0.21968 -0.03212 -0.1 -0.6 0.2 -0.50
H 1.40362 -1.79001 1.38408 -0.1 0.3 0.1 0.22
H -1.21677 -0.68452 1.78255 0.4 -0.7 -0.2 0.23
H -1.53551 0.24594 -0.57848 -0.5 0.6 0.6 0.43
```
Positions in Å, forces in eV/Å.

Highest occupied orbital energy in eV: -9.5
Kohn-Sham gap in Eh: 0.369
Relative energy (zero: lowest compared OMol25 entry of this formula, charge and spin) in eV: 1.239
Calculated total energy in Eh: -318.43919
Structure (SMILES): N#Cc1ncc[nH]1
M in g/mol: 93.09



No. 4
The following is a DFT calculation (wB97M-V/def2-TZVPD) of a structure of composition C32H30Cl2CsF2N8OS at a distorted geometry.

Geometry as XYZ:
```
77
Properties=species:S:1:pos:R:3:forces:R:3:lowdin_spin:R:1
Cs 0.19974 0.54895 1.40850 2.1 -0.4 0.1 0.00
C 2.41989 -3.55399 1.38108 0.0 0.0 0.2 0.00
N 2.39930 -2.19410 0.88439 0.1 0.1 -0.2 0.00
C 3.17371 -2.04430 -0.33571 0.0 0.0 0.1 0.00
C 2.83139 -0.79482 -1.08582 0.1 0.1 0.0 0.00
N 1.64223 -0.29925 -1.22349 0.0 -0.2 -0.1 0.00
C 1.78573 0.77175 -2.10283 0.0 -0.1 0.1 0.00
C 0.82039 1.62857 -2.62244 -0.1 0.0 0.0 0.00
C 1.24209 2.60533 -3.50068 0.1 0.0 0.0 0.00
C 2.59443 2.73215 -3.85608 0.0 0.0 0.0 0.00
C 3.56089 1.87908 -3.35559 0.0 0.0 0.0 0.00
C 3.12401 0.89388 -2.47833 0.1 0.1 0.0 0.00
N 3.77719 -0.13748 -1.82555 0.0 0.0 -0.1 0.00
C 1.64759 -3.59514 2.66108 0.1 -0.1 -0.1 0.00
N 0.37480 -3.36107 2.76100 -0.1 0.0 0.1 0.00
C 0.10138 -3.39859 4.12510 0.0 0.0 -0.1 0.00
C -1.09427 -3.16677 4.79848 -0.1 0.0 0.0 0.00
C -1.08463 -3.26137 6.17579 0.1 0.0 0.0 0.00
C 0.09089 -3.57328 6.87946 -0.1 0.0 0.0 0.00
C 1.28839 -3.79177 6.22624 0.0 0.0 -0.1 0.00
C 1.26830 -3.69348 4.83906 0.1 0.0 0.0 0.00
N 2.24827 -3.82623 3.87005 -0.1 0.0 0.1 0.00
H 3.45727 -3.84250 1.58184 0.0 0.0 0.0 0.00
H 2.00559 -4.28989 0.67358 0.0 0.0 0.0 0.00
H 1.43648 -1.92395 0.70562 0.0 -0.1 -0.1 0.00
H 3.02026 -2.89360 -1.02420 0.0 0.0 0.0 0.00
H 4.23962 -2.02587 -0.08337 0.0 0.0 0.0 0.00
H -0.22613 1.49898 -2.37529 0.0 0.0 0.0 0.00
H 0.50901 3.26353 -3.94810 0.0 0.0 0.0 0.00
H 2.88616 3.51190 -4.54920 0.0 0.0 0.0 0.00
H 4.60358 1.98298 -3.62768 0.0 0.0 0.0 0.00
H 4.76989 -0.22886 -1.71177 0.0 0.0 0.1 0.00
H -1.98475 -2.88524 4.25195 0.0 0.0 0.0 0.00
H -1.99418 -3.06579 6.72798 0.0 0.0 0.0 0.00
H 0.06165 -3.62569 7.96052 0.0 0.0 0.0 0.00
H 2.19699 -4.00961 6.77303 0.0 0.0 0.0 0.00
H 3.23717 -3.90819 4.02140 0.0 0.0 0.0 0.00
Cl -0.77154 -2.32297 -0.64970 0.0 -0.1 0.0 0.00
C -1.93936 -2.76736 0.60687 0.0 0.1 0.0 0.00
Cl -2.33504 -1.35970 1.60924 -0.6 -0.4 0.1 0.00
H -1.47387 -3.50814 1.24463 0.0 0.0 0.0 0.00
H -2.84656 -3.11178 0.12299 0.0 0.0 0.0 0.00
N -3.80358 -0.66756 -1.89680 -0.1 -0.2 0.1 0.01
C -3.80768 0.15461 -3.03850 -0.1 0.0 0.1 0.08
C -4.89179 0.98441 -3.32586 0.0 0.0 0.0 0.04
C -4.88556 1.76323 -4.47747 0.0 0.0 0.0 0.04
C -3.80926 1.71736 -5.35259 0.0 0.0 0.0 0.06
C -2.69942 0.88521 -5.09362 0.0 0.0 0.0 0.02
C -1.55950 0.80121 -5.93756 0.0 -0.1 0.0 0.24
C -0.52460 -0.09015 -5.57810 0.0 0.2 -0.1 0.10
C -0.63139 -0.82628 -4.42395 -0.1 -0.1 0.2 0.11
N -1.68264 -0.77812 -3.56926 0.1 0.1 -0.2 0.21
C -2.70346 0.07637 -3.91392 0.0 -0.1 0.0 0.03
H -4.25269 -0.26660 -1.08695 0.1 0.2 -0.1 0.00
H -2.86586 -0.98426 -1.68294 0.1 0.1 -0.1 0.00
H -5.73139 1.02169 -2.63934 0.0 0.0 0.0 0.00
H -5.73069 2.41024 -4.68979 0.0 0.0 0.0 0.00
H -3.80544 2.32871 -6.25017 0.0 0.0 0.0 0.00
H -1.50610 1.40658 -6.83546 0.0 0.0 0.0 0.02
H 0.37227 -0.17595 -6.18259 0.0 0.0 0.0 0.00
H 0.17531 -1.49847 -4.13778 0.0 0.0 0.0 0.01
O -2.01008 1.72308 1.43326 -1.3 0.9 0.0 0.00
N -1.55985 2.76913 2.07876 -0.3 0.4 0.1 0.00
C -1.11894 3.82887 1.34914 -0.1 -0.1 0.0 0.00
C -0.58135 4.94478 1.92566 0.0 0.0 0.0 0.00
C -0.47860 4.98364 3.31822 0.0 0.0 0.0 0.00
C -0.93122 3.92010 4.05303 0.0 0.0 0.0 0.00
C -1.50657 2.77044 3.46385 -0.1 -0.2 0.0 0.00
S -2.11068 1.44869 4.35816 0.2 0.1 -0.1 0.00
H -1.23545 3.69744 0.28338 0.0 -0.1 0.0 0.00
H -0.23068 5.74815 1.29495 0.0 0.0 0.0 0.00
H -0.02957 5.83606 3.81247 0.0 0.0 0.0 0.00
H -0.85884 3.90916 5.13081 0.0 0.0 0.0 0.00
F 4.10657 2.17163 0.54763 0.0 0.0 0.0 0.00
C 3.01274 2.60339 1.42842 0.0 -0.1 0.0 0.00
F 3.74568 2.88866 2.65022 0.0 0.0 0.0 0.00
H 2.86635 3.63824 1.05072 0.0 0.0 0.0 0.00
```
Positions in Å, forces in eV/Å.

Highest occupied orbital energy (alpha / beta) in eV: 1.1 / -1.1
Multiplicity: 2
Kohn-Sham gap (alpha / beta) in Eh: 0.082 / 0.161
Relative energy (zero: lowest compared OMol25 entry of this formula, charge and spin) in eV: 1.755
Total charge: -2
Calculated total energy in Eh: -3289.10660
⟨S²⟩: 0.768
M in g/mol: 816.52



No. 5
The following is a DFT calculation (wB97M-V/def2-TZVPD) of the molecule C26H23N5O5S2 at a distorted geometry.

Geometry as XYZ:
```
61
Properties=species:S:1:pos:R:3:forces:R:3:nbo_charge:R:1
C -3.48597 -6.02824 0.25292 -0.2 -0.1 -0.1 -0.25
O -2.24277 -5.47848 0.61959 0.2 0.3 0.1 -0.48
C -2.06150 -4.14247 0.45829 0.3 0.1 0.1 0.27
C -3.01067 -3.27539 -0.04734 0.0 0.1 0.0 -0.29
C -2.69734 -1.92463 -0.18226 0.7 -0.2 0.3 -0.04
C -3.67376 -1.01803 -0.72674 -1.0 0.1 -0.3 0.44
N -4.90384 -1.27410 -1.07258 1.0 -1.2 0.6 -0.30
N -5.43792 -0.12626 -1.52144 -0.4 1.5 -0.5 -0.28
C -4.51806 0.78098 -1.44111 -0.5 -0.4 -0.2 0.43
C -4.62335 2.19991 -1.82236 0.4 0.3 0.4 -0.57
S -4.46868 3.28493 -0.35003 -0.5 0.0 -0.2 0.31
C -2.75725 3.16810 -0.11418 0.3 0.3 0.4 -0.15
N -1.92673 2.63791 -0.93565 -1.5 0.2 -0.5 -0.29
N -0.66608 2.64892 -0.52316 1.8 -0.1 0.3 -0.35
C -0.49030 3.20081 0.63010 -1.2 0.3 0.2 0.26
N 0.66844 3.33969 1.30227 0.1 0.4 0.6 -0.58
C 1.92206 2.83533 0.95428 0.4 -0.2 -0.2 0.12
C 2.93154 2.86701 1.91447 -0.1 0.0 -0.1 -0.22
C 4.17328 2.33323 1.64045 0.2 -0.2 -0.2 -0.24
C 4.42936 1.75989 0.39784 -0.5 0.2 0.0 0.27
O 5.68705 1.27067 0.17493 0.3 0.1 0.0 -0.50
C 5.85994 0.15608 -0.60799 0.1 -0.4 -0.2 0.37
C 4.93434 -0.88038 -0.66679 0.0 0.2 0.2 -0.31
C 5.21028 -2.00168 -1.42775 0.0 0.0 0.0 -0.18
C 6.40187 -2.10347 -2.12476 0.0 -0.1 -0.1 -0.24
C 7.32857 -1.07662 -2.05188 0.0 0.0 0.0 -0.19
C 7.06305 0.05084 -1.29840 -0.2 0.2 0.2 -0.28
C 3.43718 1.77357 -0.57800 0.5 0.0 0.2 -0.27
C 2.19313 2.30557 -0.30392 -0.1 0.1 0.0 -0.19
S -2.00621 3.79604 1.35673 0.3 -0.5 -0.8 0.30
O -3.36849 0.28406 -0.93967 0.1 -0.2 0.0 -0.40
C -1.45280 -1.44338 0.20738 -0.2 0.0 -0.1 -0.30
C -0.49892 -2.29975 0.74040 0.1 -0.2 0.1 0.23
O 0.72635 -1.85946 1.17717 -0.4 -0.5 0.0 -0.51
C 0.98859 -0.47897 1.14259 0.1 0.3 -0.1 -0.26
C -0.78657 -3.66991 0.85434 -0.1 -0.1 -0.1 0.29
O 0.02596 -4.64530 1.33306 -0.4 0.2 0.0 -0.49
C 1.40346 -4.42452 1.53416 0.5 0.0 0.1 -0.24
H -3.69134 -5.88413 -0.81244 0.0 0.0 0.0 0.18
H -4.30428 -5.60027 0.84007 0.0 0.0 0.0 0.18
H -3.40665 -7.09310 0.46527 -0.1 0.1 0.0 0.20
H -3.98801 -3.60291 -0.35532 -0.1 -0.1 0.0 0.24
H -3.82165 2.48594 -2.50260 -0.1 0.0 -0.1 0.27
H -5.60547 2.39406 -2.24627 0.1 0.0 0.0 0.27
H 0.60549 3.77242 2.21236 0.0 -0.1 -0.2 0.41
H 2.73839 3.30184 2.88461 0.0 0.0 0.1 0.21
H 4.95703 2.34799 2.38097 0.1 0.0 0.1 0.23
H 4.00935 -0.81198 -0.11298 -0.1 0.0 0.0 0.23
H 4.48762 -2.80305 -1.46955 -0.1 -0.1 0.0 0.21
H 6.60942 -2.98109 -2.71762 0.0 -0.1 -0.1 0.22
H 8.26300 -1.15143 -2.58753 0.1 0.0 0.0 0.22
H 7.77466 0.85861 -1.22885 0.1 0.1 0.0 0.22
H 3.64381 1.36753 -1.55692 0.0 0.0 -0.1 0.23
H 1.42418 2.31310 -1.05784 0.0 0.0 0.0 0.26
H -1.24504 -0.39355 0.08588 0.1 0.1 0.0 0.24
H 0.26711 0.08308 1.74415 0.0 0.0 0.0 0.18
H 0.99020 -0.08642 0.12168 0.0 0.0 0.1 0.19
H 1.98105 -0.35734 1.57542 0.0 0.1 0.0 0.20
H 1.81543 -5.40834 1.75882 0.0 0.1 0.0 0.19
H 1.59061 -3.75130 2.37306 0.0 -0.1 -0.1 0.19
H 1.88368 -4.02480 0.63852 0.0 0.0 0.0 0.18
```
Positions in Å, forces in eV/Å.

Highest occupied orbital energy in eV: -7.8
Kohn-Sham gap in Eh: 0.291
Calculated total energy in Eh: -2450.85523
Structure (SMILES): COc1cc(-c2nnc(CSc3nnc(Nc4ccc(Oc5ccccc5)cc4)s3)o2)cc(OC)c1OC
M in g/mol: 549.63



No. 6
The following is a DFT calculation (wB97M-V/def2-TZVPD) of a cluster of 13 separate species, CH25O15 in total at a distorted geometry.

Geometry as XYZ:
```
41
Properties=species:S:1:pos:R:3:forces:R:3:nbo_charge:R:1
C -0.31837 0.08710 0.30820 -0.2 1.3 0.9 0.97
O -0.03237 -0.90690 0.95020 0.1 -4.4 -0.9 -0.83
O -0.78837 0.13910 -0.96580 0.4 -2.1 0.5 -0.75
O -0.24737 1.14210 0.92720 -0.1 2.9 -0.4 -0.81
H -0.76737 -0.80290 -1.28380 -0.1 1.1 0.0 0.52
O 1.75163 0.17510 -3.41580 -0.6 -0.4 -0.5 -0.96
H 1.57063 -0.68690 -3.00580 0.0 0.5 0.4 0.49
H 2.69963 0.15510 -3.48380 0.6 0.2 0.0 0.46
O 2.25563 -2.26390 0.52420 0.2 -1.0 0.0 -0.97
H 2.32463 -3.10490 1.00320 -0.1 0.5 -0.1 0.45
H 1.37263 -1.90890 0.72320 0.1 0.2 0.1 0.49
O 2.73163 0.49310 -0.67180 0.3 -0.3 -0.2 -0.92
H 1.85263 0.65310 -0.33480 -0.2 0.0 0.5 0.46
H 2.80363 1.21210 -1.29580 0.2 0.3 -0.3 0.46
O -0.24437 3.68810 0.56320 -1.0 1.0 -0.4 -0.99
H -1.17337 3.79610 0.26920 0.9 0.0 0.2 0.46
H -0.21237 2.74110 0.74920 0.0 -0.3 -0.1 0.49
O 0.76363 -2.01890 -2.05280 -0.5 -1.1 1.1 -0.94
H 0.53063 -2.66390 -1.33380 0.8 1.0 -0.6 0.51
H 0.18463 -2.26690 -2.76780 -0.4 -0.2 -0.5 0.46
O 1.44263 0.24610 3.13820 2.1 -1.7 3.8 -0.96
H 1.35763 -0.71390 3.32120 0.2 0.9 0.0 0.47
H 0.95763 0.32910 2.38320 -2.2 0.6 -3.5 0.48
O 2.57563 2.40410 1.85820 1.0 1.0 -0.6 -0.96
H 2.59263 1.74810 2.53520 0.0 -1.0 0.8 0.48
H 1.65463 2.55110 1.70520 -0.9 0.3 -0.2 0.47
O -1.02737 2.17310 -2.72380 -0.4 1.0 -1.9 -0.98
H -0.75237 1.69510 -3.53880 0.0 0.1 1.6 0.47
H -0.90937 1.68410 -1.91580 0.4 -0.8 -0.1 0.50
O -0.77437 -2.98290 2.62020 2.0 -0.9 -0.5 -0.98
H -0.60037 -2.27990 1.98420 -0.1 0.4 -0.1 0.50
H -1.63637 -2.87190 2.93320 -1.9 0.5 0.7 0.46
O -2.40637 -1.85490 -2.36380 -0.7 -1.9 2.4 -0.93
H -2.13537 -1.52390 -3.17480 0.7 1.1 -2.5 0.47
H -2.49037 -2.82190 -2.47380 0.0 0.8 0.1 0.47
O -1.80337 0.64810 3.11220 0.3 0.0 0.8 -0.97
H -2.62637 0.28510 2.80420 -0.3 0.0 -0.5 0.45
H -1.16337 0.63310 2.38020 -0.3 0.2 0.1 0.49
O -3.21937 1.33410 0.14620 -1.1 1.1 0.7 -0.94
H -2.33937 1.05610 -0.01580 1.3 -0.2 -0.3 0.48
H -3.75437 0.60410 -0.12080 -0.6 -0.7 -0.4 0.46
```
Positions in Å, forces in eV/Å.

Highest occupied orbital energy in eV: -6.9
Kohn-Sham gap in Eh: 0.318
Relative energy (zero: lowest compared OMol25 entry of this formula, charge and spin) in eV: 2.748
Total charge: -1
Calculated total energy in Eh: -1181.79350
M in g/mol: 277.20



No. 7
The following is a DFT calculation (wB97M-V/def2-TZVPD) of the molecule ClH3NPS at a distorted geometry.

Geometry as XYZ:
```
7
Properties=species:S:1:pos:R:3:forces:R:3:nbo_charge:R:1
S 1.17230 1.29114 0.35731 -0.1 1.0 -1.9 0.14
N 0.55469 -0.26592 -0.04901 1.1 0.3 0.2 -1.09
P -0.90802 -0.64267 0.78981 0.7 0.7 0.9 0.80
Cl -2.21318 0.43849 -0.33945 -0.4 -0.1 -0.4 -0.30
H 1.01522 2.02501 -0.91561 0.1 -1.4 2.0 0.13
H 1.32463 -0.96191 -0.04352 -1.0 0.5 -0.1 0.41
H -0.94565 -1.88416 0.20046 -0.4 -0.9 -0.6 -0.08
```
Positions in Å, forces in eV/Å.

Highest occupied orbital energy in eV: -9.1
Kohn-Sham gap in Eh: 0.355
Relative energy (zero: lowest compared OMol25 entry of this formula, charge and spin) in eV: 1.179
Calculated total energy in Eh: -1256.27217
Structure (SMILES): SNPCl
M in g/mol: 115.52